(a)
ORCA calculation (wB97M-V/def2-TZVPD) on a cluster of 2 separate species, C3H10NOS in total.

Its net charge is +1. Its LUMO energy (spin up / spin down) is -4.988 / -4.988 eV.

```
16
C3H10NOS, DFT wB97M-V/def2-TZVPD
C 0.44 0.61 -1.30
C -1.05 -1.51 0.12
C 1.13 0.46 1.03
N 0.90 -0.24 -0.21
O -1.95 -1.08 -0.66
S -0.44 1.08 1.70
H 0.87 0.43 -2.21
H -0.62 0.53 -1.37
H 0.55 1.65 -1.03
H -1.22 -1.55 1.15
H -0.37 -2.36 -0.32
H 1.63 -0.21 1.83
H 1.71 1.41 0.88
H 1.76 -0.82 -0.45
H -2.81 -0.78 -0.39
H -0.53 2.38 1.24
```

Mulliken population analysis, charges in e, atoms 1 to 2: number 1, C, carries -0.8589; number 2, C, carries -0.1466



(b)
ORCA calculation (wB97M-V/def2-TZVPD) on the ion C3H10NOS with charge +1.

Its net charge is +1. Its LUMO energy is -3.354 eV.

```
16
C3H10NOS, DFT wB97M-V/def2-TZVPD
N 1.25 -0.18 -0.52
C -0.21 -0.14 -0.24
C -0.49 -0.98 0.98
O -0.27 -2.31 0.55
C -0.59 1.35 0.03
S 0.13 2.52 -1.14
H 1.45 0.54 -1.24
H 1.82 0.05 0.30
H 1.55 -1.09 -0.88
H -0.75 -0.46 -1.12
H -1.51 -0.84 1.34
H 0.23 -0.78 1.78
H -0.12 -2.91 1.31
H -1.66 1.41 0.01
H -0.18 1.59 1.02
H -0.67 2.24 -2.18
```

Mulliken population analysis, charges in e, atoms 1 to 2: number 1, N, carries -0.2332; number 2, C, carries 0.0606



Which of them is the least stable? Correct choice: (a).



(a)
ORCA calculation (wB97M-V/def2-TZVPD) on a structure of composition C2H4NPS.

Its net charge is 0. Its LUMO energy (spin up / spin down) is -0.749 / -1.548 eV.

```
9
C2H4NPS, DFT wB97M-V/def2-TZVPD
C -0.47 1.11 0.52
C -0.46 -1.07 -0.67
N 2.08 1.07 -0.51
P 1.05 0.18 0.18
S -1.74 0.18 -0.21
H -0.48 2.09 0.93
H -0.48 -1.28 -1.74
H -0.75 -2.02 -0.01
H 1.26 -0.26 1.49
```

Mulliken population analysis, charges in e, atoms 1 to 2: number 1, C, carries -0.3676; number 2, C, carries -0.6505



(b)
ORCA calculation (wB97M-V/def2-TZVPD) on the molecule C2H4NPS.

Its net charge is 0. Its LUMO energy is -0.278 eV.

```
9
C2H4NPS, DFT wB97M-V/def2-TZVPD
C -0.36 0.06 0.05
C 0.89 -0.59 0.49
N 1.04 -0.87 1.68
P 1.18 -1.65 3.06
S 0.35 -3.39 2.52
H -0.71 0.51 0.94
H -1.08 -0.80 -0.05
H -0.23 0.67 -0.86
H 1.63 -0.84 -0.31
```

Mulliken population analysis, charges in e, atoms 1 to 2: number 1, C, carries -0.9350; number 2, C, carries 0.1477



Which of them is the least stable? Correct choice: (a).



(a)
ORCA calculation (wB97M-V/def2-TZVPD) on a structure of composition C56H50GeMoN4O3S2Sb.

Its net charge is 0. As for the spin multiplicity: 4. Its LUMO energy (spin up / spin down) is -0.299 / -0.281 eV. The expectation value of S² is 3.77.

```
118
C56H50GeMoN4O3S2Sb, DFT wB97M-V/def2-TZVPD
Mo -5.19 3.76 4.64
C -2.32 4.17 1.17
C -3.44 3.93 2.12
N -3.42 4.04 3.37
N -2.21 4.14 4.04
C -2.41 4.64 5.17
S -3.89 5.34 5.71
S -1.15 4.42 6.43
C 0.35 3.77 5.69
C 1.02 4.69 4.66
C 1.11 6.07 4.86
C 1.67 6.87 3.86
C 2.07 6.27 2.65
C 1.99 4.90 2.44
C 1.46 4.13 3.50
C -4.73 3.44 1.52
C -4.62 2.72 0.35
C -5.71 2.30 -0.36
C -6.95 2.64 0.21
C -7.11 3.42 1.33
C -6.00 3.90 2.01
O -6.22 4.64 3.11
H -2.60 4.68 0.33
H -1.83 3.23 0.86
H -1.52 4.73 1.64
H 0.22 2.75 5.27
H 1.01 3.62 6.50
H 0.60 6.49 5.69
H 1.91 7.90 4.08
H 2.58 6.88 1.89
H 2.47 4.43 1.55
H 1.33 3.07 3.40
H -3.64 2.34 0.16
H -5.73 1.67 -1.26
H -7.84 2.26 -0.26
H -8.07 3.75 1.69
H 3.89 -4.03 0.16
C -5.23 -1.44 7.49
N -5.56 -0.12 7.11
C -6.74 0.44 7.53
C -7.07 1.69 7.33
C -6.16 2.37 6.53
O -6.69 3.41 6.01
N -4.98 1.95 6.11
C -4.61 0.66 6.38
O -3.60 0.13 6.04
H -4.37 -1.40 8.16
H -4.85 -1.99 6.66
H -6.10 -2.05 7.97
H -7.34 -0.20 8.21
H -7.92 2.15 7.63
C -2.22 1.42 -5.03
C -1.05 0.90 -4.44
C -0.32 -0.18 -4.93
C -0.77 -0.74 -6.14
C -1.94 -0.24 -6.75
C -2.64 0.87 -6.22
Sb 0.32 -2.32 -7.06
C -0.64 -2.88 -8.92
C 0.03 -2.99 -10.09
C -0.52 -3.49 -11.32
C -1.88 -3.90 -11.25
C -2.54 -3.87 -10.05
C -1.97 -3.38 -8.85
C 1.86 -1.09 -8.07
C 1.38 -0.17 -9.10
C 2.18 0.46 -10.01
C 3.50 -0.03 -10.18
C 4.04 -0.93 -9.24
C 3.25 -1.43 -8.14
H -2.70 2.30 -4.59
H -0.58 1.23 -3.47
H 0.63 -0.47 -4.53
H -2.31 -0.76 -7.62
H -3.54 1.15 -6.75
H 1.12 -2.70 -10.14
H 0.02 -3.46 -12.21
H -2.38 -4.32 -12.17
H -3.56 -4.25 -10.00
H -2.58 -3.38 -7.92
H 0.22 0.02 -9.05
H 1.88 1.25 -10.71
H 4.07 0.27 -11.14
H 5.15 -1.24 -9.23
H 3.64 -1.97 -7.37
C 2.12 -5.07 1.98
Ge 3.99 -4.45 1.73
C 5.50 -5.65 1.86
C 5.88 -6.20 3.04
C 7.00 -6.97 3.19
C 7.75 -7.28 2.08
C 7.42 -6.72 0.87
C 6.26 -5.91 0.73
C 4.20 -2.95 2.91
C 4.97 -3.11 4.07
C 5.25 -2.05 4.93
C 4.78 -0.79 4.60
C 4.07 -0.51 3.44
C 3.78 0.81 3.07
C 3.32 0.92 1.77
C 2.85 -0.19 1.06
C 3.07 -1.46 1.42
C 3.71 -1.66 2.67
H 1.58 -4.11 2.14
H 2.12 -5.71 2.91
H 1.61 -5.72 1.30
H 5.31 -5.99 3.91
H 7.31 -7.20 4.15
H 8.68 -7.85 2.23
H 8.02 -6.94 -0.04
H 5.97 -5.50 -0.29
H 5.45 -4.09 4.32
H 5.85 -2.14 5.82
H 5.03 0.07 5.25
H 3.91 1.55 3.88
H 3.15 1.94 1.32
H 2.30 -0.01 0.14
H 2.73 -2.37 0.87
```

Mulliken population analysis, charges in e, atoms 1 to 2: number 1, Mo, carries 0.4990; number 2, C, carries -1.7978



(b)
ORCA calculation (wB97M-V/def2-TZVPD) on a structure of composition C56H50GeMoN4O3S2Sb.

Its net charge is 0. As for the spin multiplicity: 4. Its LUMO energy (spin up / spin down) is 0.330 / 0.054 eV. The expectation value of S² is 3.77.

```
118
C56H50GeMoN4O3S2Sb, DFT wB97M-V/def2-TZVPD
Mo -0.65 0.80 -2.01
C -4.75 2.04 -0.24
C -3.43 2.08 -0.94
N -2.36 1.44 -0.65
N -2.23 0.68 0.53
C -1.26 0.98 1.39
S -0.18 2.48 1.37
S -1.12 -0.01 2.80
C -1.55 -1.64 2.02
C -1.90 -2.62 3.11
C -3.29 -2.91 3.34
C -3.60 -3.80 4.35
C -2.67 -4.42 5.13
C -1.38 -4.25 4.77
C -0.97 -3.31 3.83
C -3.39 3.00 -2.10
C -4.57 3.45 -2.78
C -4.58 4.26 -3.83
C -3.34 4.82 -4.27
C -2.12 4.40 -3.75
C -2.12 3.43 -2.59
O -1.02 2.97 -2.10
H -5.16 3.02 -0.05
H -4.74 1.41 0.63
H -5.39 1.54 -1.01
H -0.71 -2.04 1.46
H -2.40 -1.48 1.37
H -4.09 -2.43 2.82
H -4.65 -4.00 4.41
H -2.96 -4.98 6.03
H -0.87 -4.86 5.50
H 0.03 -3.03 3.68
H -5.54 3.14 -2.39
H -5.53 4.48 -4.34
H -3.33 5.47 -5.15
H -1.14 4.73 -4.22
H -1.69 0.93 -3.23
C 4.16 0.44 -5.34
N 3.21 -0.24 -4.46
C 3.80 -0.93 -3.43
C 3.20 -1.09 -2.16
C 1.82 -0.57 -1.91
O 1.05 -0.59 -0.89
N 1.35 0.21 -2.94
C 1.96 0.42 -4.14
O 1.39 1.14 -4.95
H 4.88 1.21 -4.94
H 3.57 0.90 -6.10
H 4.77 -0.30 -5.93
H 4.77 -1.28 -3.56
H 3.54 -1.75 -1.38
C 2.91 -4.16 -4.90
C 2.15 -4.89 -4.02
C 0.99 -4.29 -3.48
C 0.65 -3.02 -3.82
C 1.31 -2.42 -4.86
C 2.45 -2.97 -5.39
Sb -0.94 -1.82 -2.83
C -1.12 -3.23 -1.19
C -2.26 -3.80 -0.74
C -2.34 -4.72 0.37
C -1.19 -5.13 0.99
C 0.02 -4.62 0.43
C 0.08 -3.71 -0.58
C -3.06 -1.90 -3.44
C -3.52 -3.20 -4.00
C -4.74 -3.70 -3.63
C -5.47 -3.00 -2.59
C -4.99 -1.84 -2.03
C -3.79 -1.30 -2.37
H 3.91 -4.55 -5.16
H 2.55 -5.85 -3.71
H 0.40 -4.87 -2.83
H 0.92 -1.51 -5.19
H 2.98 -2.41 -6.13
H -3.24 -3.46 -1.10
H -3.36 -5.11 0.61
H -1.19 -5.94 1.71
H 0.86 -5.03 1.00
H 1.03 -3.32 -0.86
H -2.84 -3.58 -4.66
H -4.89 -4.80 -3.90
H -6.31 -3.51 -2.05
H -5.64 -1.31 -1.33
H -3.34 -0.43 -1.76
C 2.73 0.77 1.49
Ge 1.79 2.08 2.62
C 1.38 1.61 4.47
C 1.09 2.75 5.14
C 0.77 2.71 6.50
C 0.85 1.48 7.15
C 1.30 0.42 6.44
C 1.58 0.43 5.09
C 2.62 3.84 2.48
C 2.10 4.59 1.46
C 2.71 5.78 1.03
C 3.88 6.19 1.54
C 4.34 5.56 2.79
C 5.54 5.98 3.48
C 6.19 5.10 4.30
C 5.63 3.88 4.60
C 4.50 3.45 3.96
C 3.79 4.26 3.14
H 3.75 0.54 1.81
H 2.56 1.20 0.50
H 2.05 -0.05 1.56
H 1.06 3.69 4.50
H 0.58 3.56 7.14
H 0.70 1.37 8.26
H 1.59 -0.47 7.00
H 2.06 -0.45 4.60
H 1.19 4.37 0.93
H 2.32 6.27 0.18
H 4.28 7.10 1.13
H 5.93 6.98 3.20
H 7.18 5.36 4.68
H 6.14 3.20 5.26
H 4.11 2.47 4.24
```

Mulliken population analysis, charges in e, atoms 1 to 2: number 1, Mo, carries -0.1055; number 2, C, carries -2.0713



Which of them is the least stable? Correct choice: (b).



(a)
ORCA calculation (wB97M-V/def2-TZVPD) on the molecule C3H5O2P.

Its net charge is 0. Its LUMO energy (spin up / spin down) is -1.568 / -1.576 eV.

```
11
C3H5O2P, DFT wB97M-V/def2-TZVPD
C 0.29 0.70 0.73
C -0.76 0.54 -1.65
C -0.19 0.16 -0.36
O 0.89 0.02 1.70
O 1.67 -2.15 2.44
P 0.38 -1.61 2.08
H 0.27 1.82 0.63
H -1.91 0.47 -1.60
H -0.41 -0.01 -2.52
H -0.46 1.59 -1.84
H 0.24 -1.53 0.39
```

Mulliken population analysis, charges in e, atoms 1 to 2: number 1, C, carries 0.5046; number 2, C, carries -0.9317



(b)
ORCA calculation (wB97M-V/def2-TZVPD) on the molecule C3H5O2P.

Its net charge is 0. Its LUMO energy (spin up / spin down) is -2.426 / -0.553 eV.

```
11
C3H5O2P, DFT wB97M-V/def2-TZVPD
C -0.25 1.03 0.32
C 1.92 -0.27 -0.14
C 0.61 0.00 0.38
O -1.59 0.92 0.42
O -3.76 -0.54 0.26
P -2.48 -0.32 -0.43
H 0.31 1.91 0.18
H 2.69 -0.41 0.53
H 2.25 0.33 -1.02
H 1.82 -1.14 -0.72
H -1.52 -1.51 0.22
```

Mulliken population analysis, charges in e, atoms 1 to 2: number 1, C, carries 0.1483; number 2, C, carries -0.9643



Which of them is the least stable? Correct choice: (b).



(a)
ORCA calculation (wB97M-V/def2-TZVPD) on the molecule C8H14Cl2.

Its net charge is 0. Its LUMO energy (spin up / spin down) is 0.602 / 0.573 eV.

```
24
C8H14Cl2, DFT wB97M-V/def2-TZVPD
C -0.92 -0.99 -1.41
C -0.66 -0.05 -0.38
C -1.47 -2.04 -0.40
C -1.75 1.06 -0.20
C 1.79 -0.46 -0.54
C 0.70 -0.15 1.80
C 1.00 1.75 0.05
C 0.69 0.19 0.24
Cl -2.99 -1.79 0.34
Cl -0.50 -3.10 0.50
H -1.72 -0.61 -2.05
H -0.20 -1.54 -2.03
H -1.96 1.66 -1.04
H -1.29 1.67 0.61
H -2.55 0.44 0.09
H 2.73 -0.26 -0.13
H 1.89 -0.12 -1.63
H 1.64 -1.57 -0.49
H 1.72 -0.35 2.23
H 0.48 0.78 2.20
H -0.02 -0.88 2.10
H 2.08 1.80 0.25
H 0.45 2.36 0.75
H 0.86 2.20 -0.86
```

Mulliken population analysis, charges in e, atoms 1 to 2: number 1, C, carries -0.5297; number 2, C, carries -0.0693



(b)
ORCA calculation (wB97M-V/def2-TZVPD) on the molecule C8H14Cl2.

Its net charge is 0. Its LUMO energy is 0.730 eV.

```
24
C8H14Cl2, DFT wB97M-V/def2-TZVPD
C -1.70 -2.42 0.25
C -0.55 -1.49 0.04
C 0.43 -1.86 -1.23
C -0.63 -0.16 0.62
Cl -2.04 0.25 1.59
C 0.28 1.03 0.26
C 1.70 0.61 0.08
C 0.28 1.96 1.51
C -0.19 1.72 -0.98
Cl 0.67 3.29 -1.27
H -1.45 -3.40 0.77
H -2.12 -2.64 -0.77
H -2.46 -2.00 0.92
H -0.06 -2.73 -1.75
H 1.40 -2.21 -0.94
H 0.60 -1.07 -1.97
H 2.38 1.30 0.46
H 2.03 0.52 -0.98
H 1.89 -0.19 0.75
H -0.66 2.53 1.53
H 0.25 1.33 2.42
H 1.16 2.60 1.50
H 0.01 1.05 -1.90
H -1.23 1.98 -0.90
```

Mulliken population analysis, charges in e, atoms 1 to 2: number 1, C, carries -1.2957; number 2, C, carries 0.7169



Which of them is the least stable? Correct choice: (a).



(a)
ORCA calculation (wB97M-V/def2-TZVPD) on the molecule C5H4.

Its net charge is 0. Its LUMO energy is 0.586 eV.

```
9
C5H4, DFT wB97M-V/def2-TZVPD
C -0.38 1.22 0.05
C -0.62 1.82 1.15
C 0.05 -0.04 -0.37
C 0.34 -0.75 -1.41
C -0.03 0.12 1.18
H 0.47 -1.85 -1.56
H 0.01 -0.19 -2.30
H 0.90 0.11 1.63
H -0.74 -0.43 1.63
```

Mulliken population analysis, charges in e, atoms 1 to 2: number 1, C, carries 0.3566; number 2, C, carries -0.7175



(b)
ORCA calculation (wB97M-V/def2-TZVPD) on a cluster of 2 separate species, C5H4 in total.

Its net charge is 0. Its LUMO energy (spin up / spin down) is -1.402 / -1.403 eV.

```
9
C5H4, DFT wB97M-V/def2-TZVPD
C -1.54 -0.33 -0.04
C -0.01 -0.51 0.07
C 0.90 0.39 0.04
C 2.00 1.08 0.01
C 3.15 1.62 -0.02
H -2.08 -0.78 0.81
H -1.95 -0.73 -0.97
H -1.79 0.75 -0.03
H 1.33 -1.50 0.12
```

Mulliken population analysis, charges in e, atoms 1 to 2: number 1, C, carries -0.9323; number 2, C, carries -0.2213



(c)
ORCA calculation (wB97M-V/def2-TZVPD) on a cluster of 2 separate species, C5H4 in total.

Its net charge is 0. Its LUMO energy is 0.927 eV.

```
9
C5H4, DFT wB97M-V/def2-TZVPD
C -2.59 0.66 -0.39
C -2.34 -0.31 0.60
C -1.55 -0.35 -0.50
H -2.49 -0.81 1.50
H -0.71 -0.93 -0.89
C 1.73 -0.37 -1.17
C 1.68 0.30 -0.18
H 1.97 -0.40 -2.25
H 1.47 0.43 0.83
```

Mulliken population analysis, charges in e, atoms 1 to 2: number 1, C, carries -0.6955; number 2, C, carries -0.1198



(d)
ORCA calculation (wB97M-V/def2-TZVPD) on the molecule C5H4.

Its net charge is 0. Its LUMO energy (spin up / spin down) is -1.203 / -1.265 eV.

```
9
C5H4, DFT wB97M-V/def2-TZVPD
C -1.54 0.50 -0.43
C -1.27 -0.95 0.64
C 0.21 -0.69 0.79
C 0.70 0.20 -0.32
C -0.32 0.56 -1.22
H -0.04 -0.14 1.76
H 0.72 -1.65 1.19
H 1.67 0.87 -0.39
H -0.13 1.30 -2.01
```

Mulliken population analysis, charges in e, atoms 1 to 2: number 1, C, carries -0.2016; number 2, C, carries -0.3229



Which of them is the least stable? Correct choice: (d).



(a)
ORCA calculation (wB97M-V/def2-TZVPD) on the molecule C3H7N3S.

Its net charge is 0. Its LUMO energy is 0.162 eV.

```
14
C3H7N3S, DFT wB97M-V/def2-TZVPD
C 2.30 -1.44 0.32
N 1.11 -0.56 0.32
N 1.27 0.83 -0.08
C -0.01 -0.97 1.07
N -1.06 -0.32 1.02
C -1.47 0.77 0.33
S -1.43 0.84 -1.35
H 2.89 -1.33 -0.75
H 2.93 -0.96 1.15
H 1.86 -2.49 0.44
H 0.72 1.06 -0.89
H 2.36 0.89 -0.22
H 0.01 -1.91 1.64
H -2.07 1.42 0.98
```

Mulliken population analysis, charges in e, atoms 1 to 2: number 1, C, carries -0.9409; number 2, N, carries 0.2612



(b)
ORCA calculation (wB97M-V/def2-TZVPD) on the molecule C3H7N3S.

Its net charge is 0. Its LUMO energy is 0.771 eV.

```
14
C3H7N3S, DFT wB97M-V/def2-TZVPD
H -0.17 2.23 0.63
N -0.93 1.60 0.15
C -0.56 0.40 -0.15
N -1.52 -0.64 -0.40
S -3.12 -0.37 0.21
N 0.71 -0.19 -0.44
C 2.00 0.18 -0.04
C 1.36 -1.07 0.52
H -1.47 -1.05 -1.53
H -3.47 0.85 -0.49
H 1.90 1.10 0.61
H 2.77 0.21 -0.83
H 1.57 -2.15 0.18
H 0.93 -1.10 1.61
```

Mulliken population analysis, charges in e, atoms 1 to 2: number 1, H, carries 0.2070; number 2, N, carries -0.6179



(c)
ORCA calculation (wB97M-V/def2-TZVPD) on the molecule C3H7N3S.

Its net charge is 0. Its LUMO energy is 0.787 eV.

```
14
C3H7N3S, DFT wB97M-V/def2-TZVPD
H 3.20 -1.48 -0.15
N 2.68 -0.65 0.07
C 1.44 -0.89 0.02
N 0.47 0.11 -0.05
S 1.04 1.75 0.01
C -0.84 -0.21 -0.01
C -1.75 0.99 0.01
N -1.27 -1.40 0.04
H -2.27 -1.43 -0.07
H 0.93 -1.92 -0.06
H 2.32 1.17 -0.02
H -1.54 1.71 -0.77
H -2.82 0.75 0.01
H -1.58 1.49 0.97
```

Mulliken population analysis, charges in e, atoms 1 to 2: number 1, H, carries 0.2610; number 2, N, carries -0.6168



Which of them is the least stable? Correct choice: (b).



(a)
ORCA calculation (wB97M-V/def2-TZVPD) on the molecule C3H7N3S.

Its net charge is 0. Its LUMO energy (spin up / spin down) is 0.122 / 0.217 eV.

```
14
C3H7N3S, DFT wB97M-V/def2-TZVPD
C -1.28 0.89 0.03
C -0.57 1.32 -0.98
C -0.59 -0.10 0.98
N 2.25 0.81 0.66
N 0.39 -0.93 0.38
N -0.25 -1.91 -0.43
S 1.63 -0.01 -0.48
H -2.28 1.22 0.13
H -0.48 1.93 -1.81
H -0.01 0.32 1.74
H -1.41 -0.90 1.43
H 3.13 1.25 0.30
H 0.44 -2.48 -0.86
H -0.97 -1.42 -1.10
```

Mulliken population analysis, charges in e, atoms 1 to 2: number 1, C, carries -0.2890; number 2, C, carries -0.5411



(b)
ORCA calculation (wB97M-V/def2-TZVPD) on a cluster of 2 separate species, C3H7N3S in total.

Its net charge is 0. Its LUMO energy is 0.569 eV.

```
14
C3H7N3S, DFT wB97M-V/def2-TZVPD
C -0.99 1.54 0.98
C -0.55 1.27 2.20
C 1.62 -0.38 -2.03
N -1.95 -2.56 0.55
N -1.08 -2.05 0.04
N -0.30 -1.38 -0.55
S 1.35 -1.67 -0.78
H -2.04 1.56 0.75
H -0.31 1.75 0.17
H 0.50 1.24 2.44
H -1.23 1.06 3.01
H 1.73 -0.83 -3.01
H 2.51 0.18 -1.76
H 0.74 0.26 -2.01
```

Mulliken population analysis, charges in e, atoms 1 to 2: number 1, C, carries -0.4416; number 2, C, carries -0.4356



Which of them is the least stable? Correct choice: (a).